(1)
{"formula": "C6H5BrN5", "method": "wB97M-V/def2-TZVPD", "lumo_energy_ev": [-4.57, -6.93], "homo_lumo_gap_ha": [0.2330, 0.2632], "spin_multiplicity": 3, "largest_force_ev_per_a": 7.16, "homo_ev": [-10.909, -14.089], "charge": 1, "species": ["C", "C", "C", "C", "C", "C", "N", "N", "N", "N", "N", "Br", "H", "H", "H", "H", "H"], "coordinates": [[-1.4765, 1.7947, 1.2737], [0.2098, 1.5494, -0.3524], [1.5763, -1.1749, 0.2306], [-0.0097, -0.4946, -1.4901], [0.4696, -1.2130, 1.2509], [-0.5542, 0.9414, 0.6240], [-2.2179, 2.2932, 2.0107], [0.8086, 2.3219, -0.9758], [0.9505, -0.9817, -1.0214], [-0.3663, -0.2091, 1.2602], [-0.9906, -0.2805, -2.2980], [2.9061, 0.3720, 0.6118], [2.1868, -2.1015, 0.2225], [0.3244, -1.9453, 1.9424], [-1.0819, -0.3150, 2.1015], [-1.8207, -0.8828, -2.2295], [-0.9143, 0.3259, -3.1612]], "lowdin_charge": [-0.12, -0.31, -0.54, -0.17, -0.08, -0.27, 0.24, 0.25, 0.19, 0.06, 0.23, 0.69, 0.12, 0.11, 0.24, 0.17, 0.20]}

=====

(2)
{"formula": "C6H5Cl", "method": "wB97M-V/def2-TZVPD", "lumo_energy_ev": 0.07, "homo_lumo_gap_ha": 0.3272, "smiles": "C#C/C(Cl)=C\\C=C", "largest_force_ev_per_a": 1.86, "homo_ev": -8.832, "relative_energy_ev": 0.0618, "species": ["C", "C", "C", "C", "C", "C", "H", "H", "H", "H", "H", "Cl"], "coordinates": [[0.2943, 0.3282, 0.0949], [-0.9378, 0.5839, 0.5266], [-2.1565, -0.1406, 0.1891], [-2.3237, -1.4381, -0.1390], [0.7102, -0.7488, -0.7682], [1.0938, -1.6499, -1.4936], [-1.0324, 1.4864, 1.1786], [-3.0903, 0.4038, 0.2884], [-1.4298, -2.0433, -0.3003], [-3.2978, -1.8527, -0.3173], [1.3907, -2.4835, -2.1164], [1.6105, 1.3459, 0.6358]], "lowdin_charge": [-0.69, -0.15, -0.17, 0.03, -0.17, 0.14, 0.12, 0.09, 0.05, 0.05, 0.04, 0.66]}

=====

(3)
{"formula": "C6H5N", "method": "wB97M-V/def2-TZVPD", "lumo_energy_ev": -2.78, "homo_lumo_gap_ha": 0.2810, "largest_force_ev_per_a": 4.11, "homo_ev": -10.430, "relative_energy_ev": 8.1958, "species": ["C", "C", "C", "C", "C", "C", "N", "H", "H", "H", "H", "H"], "coordinates": [[-1.9821, -1.6500, 0.9707], [-1.0083, -1.4433, 0.1254], [1.3674, -1.7594, -1.9257], [-0.9924, 0.0994, 0.1834], [1.1383, 1.3804, 0.0148], [0.3570, 0.5358, 0.6590], [0.4740, -1.7073, -1.1516], [-1.2342, 0.4511, -0.8220], [-1.7547, 0.5106, 0.8592], [0.8584, 1.8516, -0.9124], [2.1020, 1.6463, 0.4111], [0.6746, 0.0848, 1.5882]], "lowdin_charge": [0.23, -0.15, -0.08, -0.27, 0.02, -0.21, -0.01, 0.13, 0.12, 0.07, 0.06, 0.11]}

=====

(4)
{"formula": "C6H5N3", "method": "wB97M-V/def2-TZVPD", "lumo_energy_ev": -0.20, "homo_lumo_gap_ha": 0.2889, "smiles": "c1cnc2nccn2c1", "largest_force_ev_per_a": 8.06, "homo_ev": -8.058, "relative_energy_ev": 3.2356, "species": ["C", "C", "C", "C", "C", "C", "H", "H", "H", "H", "H", "N", "N", "N"], "coordinates": [[2.4701, -0.2172, 0.0323], [1.4696, 0.8796, 0.1903], [-0.9912, 0.9880, -0.0883], [-2.0247, 0.2610, 0.0858], [-1.7879, -1.0647, 0.0178], [0.5398, -1.0716, -0.1162], [3.5683, -0.0341, 0.2519], [1.7283, 1.8507, -0.2214], [-0.8092, 2.1212, -0.1702], [-2.9729, 0.8921, 0.0377], [-2.7911, -1.7379, 0.1941], [0.3270, 0.2598, -0.1696], [-0.6473, -1.7851, 0.0098], [1.9213, -1.3416, -0.0540]], "lowdin_charge": [-0.19, -0.09, 0.00, -0.14, -0.17, -0.31, 0.12, 0.09, 0.16, 0.15, 0.16, -0.03, 0.15, 0.10]}